Entry 1:
Here is a single C20H28N2O5 molecule from the OMol25 dataset. Energies are from the ωB97M-V functional and the def2-TZVPD basis.

The calculation puts the HOMO-LUMO gap at 0.353 Ha. The relative energy (zero: lowest compared OMol25 entry of this formula, charge and spin) is 77.46 kJ/mol. The HOMO energy comes out at -8.94 eV. Its structure (SMILES) is CCOC(=O)[C@@H](CCc1ccccc1)N[C@@H](C)C(=O)N1CCC[C@@H]1C(=O)O. The lowest unoccupied orbital energy comes out at 0.6657 eV.

Each line ends with the Mulliken charge.
CARTESIAN COORDINATES (ANGSTROEM)
C: -0.249 4.721 -0.839  -0.93
C: -1.105 3.591 -1.389  -0.40
O: -0.674 2.314 -0.908  -0.08
C: -1.005 1.984 0.331  -0.47
O: -1.665 2.664 1.078  -0.61
C: -0.456 0.616 0.727  1.59
C: 0.938 0.799 1.370  -1.48
C: 2.081 0.308 0.475  -0.88
C: 2.199 1.128 -0.779  0.15
C: 2.758 2.400 -0.728  -0.19
C: 2.850 3.177 -1.869  -0.90
C: 2.376 2.693 -3.077  -0.28
C: 1.826 1.426 -3.138  -0.97
C: 1.742 0.646 -1.998  0.27
N: -1.344 -0.033 1.682  -0.34
C: -2.424 -0.825 1.100  0.22
C: -3.426 -0.035 0.256  -1.58
C: -1.781 -1.927 0.263  0.27
O: -1.940 -1.998 -0.958  -0.83
N: -1.000 -2.794 0.910  0.34
C: -0.751 -2.844 2.340  -0.46
C: 0.392 -3.845 2.474  -0.78
C: 0.117 -4.828 1.339  -0.85
C: -0.358 -3.914 0.215  -0.18
C: 0.824 -3.407 -0.647  0.47
O: 1.964 -3.699 -0.417  -0.60
O: 0.474 -2.630 -1.655  -0.54
H: 0.797 4.537 -1.070  0.06
H: -0.557 5.661 -1.287  0.43
H: -0.370 4.789 0.240  0.32
H: -1.013 3.520 -2.474  0.37
H: -2.153 3.737 -1.108  0.33
H: -0.364 0.006 -0.173  -0.03
H: 1.095 1.850 1.620  0.48
H: 0.944 0.233 2.304  0.51
H: 3.012 0.378 1.042  0.52
H: 1.921 -0.740 0.218  0.05
H: 3.129 2.782 0.213  0.38
H: 3.298 4.160 -1.817  0.42
H: 2.444 3.302 -3.967  0.41
H: 1.463 1.039 -4.079  0.43
H: 1.332 -0.351 -2.062  0.45
H: -1.738 0.692 2.280  0.45
H: -2.952 -1.292 1.942  0.55
H: -3.807 0.809 0.826  0.40
H: -4.255 -0.675 -0.034  0.50
H: -2.950 0.333 -0.650  0.22
H: -0.508 -1.849 2.712  0.28
H: -1.648 -3.209 2.856  0.25
H: 0.411 -4.321 3.451  0.43
H: 1.348 -3.351 2.301  0.27
H: 1.009 -5.376 1.043  0.40
H: -0.668 -5.533 1.616  0.37
H: -1.082 -4.390 -0.458  0.34
H: -0.506 -2.425 -1.644  0.46

=====

Entry 2:
Here is a single C20H28N2O6 molecule from the OMol25 dataset. Energies are from the ωB97M-V functional and the def2-TZVPD basis.

The calculation puts the HOMO-LUMO gap at 0.362 Ha. The relative energy (zero: lowest compared OMol25 entry of this formula, charge and spin) is 6.86 kJ/mol. The HOMO energy comes out at -9.44 eV. Its structure (SMILES) is O=C(O)CCCCCNC(=O)c1ccc(C(=O)NCCCCCC(=O)O)cc1. The lowest unoccupied orbital energy comes out at 0.4229 eV.

Each line ends with the Mulliken charge.
CARTESIAN COORDINATES (ANGSTROEM)
O: -1.022 -2.524 -1.232  -0.80
C: -1.739 -1.900 -0.476  0.25
O: -1.294 -1.281 0.594  -0.41
C: -3.221 -1.736 -0.699  0.04
C: -4.044 -2.006 0.564  -0.46
C: -5.474 -1.473 0.478  -0.93
C: -5.612 0.032 0.233  -0.61
C: -4.895 0.930 1.251  -0.95
N: -3.475 1.062 1.013  -0.09
C: -2.987 1.894 0.063  -0.07
O: -3.682 2.644 -0.595  -0.67
C: -1.504 1.790 -0.109  0.81
C: -0.651 1.665 0.982  -0.97
C: 0.711 1.536 0.794  -0.53
C: 1.241 1.515 -0.493  1.31
C: 2.688 1.290 -0.778  0.22
O: 3.068 0.805 -1.831  -0.70
N: 3.544 1.636 0.208  -0.05
C: 4.978 1.505 0.091  -0.72
C: 5.606 0.744 1.262  -0.77
C: 5.516 -0.782 1.178  -0.82
C: 4.088 -1.342 1.246  -0.40
C: 3.571 -1.819 -0.110  -0.57
C: 2.073 -1.950 -0.152  0.32
O: 1.332 -1.425 0.666  -0.80
O: 1.647 -2.661 -1.160  -0.54
C: 0.385 1.643 -1.584  -0.65
C: -0.974 1.796 -1.395  -0.91
H: -0.287 -1.345 0.675  0.40
H: -3.361 -0.701 -1.019  0.04
H: -3.527 -2.391 -1.516  0.50
H: -4.086 -3.085 0.731  0.54
H: -3.542 -1.570 1.427  0.14
H: -5.980 -1.722 1.414  0.37
H: -5.999 -1.995 -0.325  0.34
H: -6.676 0.274 0.265  0.41
H: -5.258 0.297 -0.763  0.31
H: -5.316 1.936 1.173  0.43
H: -5.046 0.556 2.266  0.47
H: -2.851 0.367 1.392  0.24
H: -1.051 1.678 1.985  0.46
H: 1.345 1.405 1.658  0.27
H: 3.195 2.110 1.025  0.27
H: 5.422 2.507 0.039  0.39
H: 5.174 0.996 -0.855  0.39
H: 5.146 1.083 2.194  0.32
H: 6.663 1.016 1.303  0.42
H: 5.994 -1.115 0.255  0.35
H: 6.100 -1.186 2.007  0.32
H: 3.406 -0.582 1.628  0.14
H: 4.053 -2.181 1.944  0.61
H: 3.816 -1.098 -0.895  0.20
H: 4.014 -2.773 -0.400  0.60
H: 0.647 -2.673 -1.235  0.59
H: 0.808 1.612 -2.576  0.48
H: -1.641 1.908 -2.236  0.47

=====

Entry 3:
Here is a molecular structure, C20H28N2PtSi in a non-equilibrium geometry from the OMol25 dataset. Energies are from the ωB97M-V functional and the def2-TZVPD basis.

The calculation puts the HOMO-LUMO gap (spin up / spin down) at 0.265 / 0.140 Ha. The relative energy (zero: lowest compared OMol25 entry of this formula, charge and spin) is 0.00 kJ/mol. The total charge is +2. As for the expectation value of S²: 6.009. The HOMO energy (spin up / spin down) comes out at -12.82 / -13.99 eV. The lowest unoccupied orbital energy (spin up / spin down) comes out at -5.5950 / -10.1784 eV. As for the multiplicity: 5.

Each line ends with the Mulliken charge.
CARTESIAN COORDINATES (ANGSTROEM)
C: 0.465 2.382 1.963  -0.31
C: -0.639 2.761 1.148  -0.15
C: -1.831 2.429 1.838  -0.25
H: -0.563 3.210 0.160  0.53
C: -1.477 1.909 3.118  -0.64
C: -0.049 1.866 3.194  -0.29
H: 0.548 1.572 4.056  0.56
H: 1.518 2.505 1.716  0.51
H: -2.842 2.532 1.439  0.50
H: -2.170 1.604 3.909  0.53
Pt: 0.012 -3.022 1.295  0.91
C: -0.916 -3.390 -0.344  -0.67
H: -1.850 -2.810 -0.455  0.19
H: -1.160 -4.472 -0.346  0.34
H: -0.322 -3.121 -1.244  0.10
Si: 0.426 0.183 -1.181  -0.04
C: 1.849 -0.035 -2.284  0.81
C: 2.782 1.004 -2.505  -0.16
H: 2.519 2.025 -2.197  0.40
C: 4.022 0.686 -3.065  -0.61
H: 4.800 1.454 -3.170  0.38
C: 4.277 -0.619 -3.507  -0.43
H: 5.242 -0.863 -3.978  0.37
C: 3.320 -1.644 -3.336  -0.67
H: 3.512 -2.650 -3.736  0.39
C: 2.109 -1.364 -2.682  -0.44
H: 1.379 -2.149 -2.445  0.22
C: -1.163 0.716 -1.890  0.53
C: -1.061 1.436 -3.093  -0.60
H: -0.180 1.312 -3.708  0.48
C: -2.022 2.387 -3.407  -0.64
H: -1.878 3.052 -4.270  0.42
C: -3.162 2.504 -2.605  -0.52
H: -3.908 3.261 -2.827  0.42
C: -3.397 1.631 -1.521  -0.55
H: -4.339 1.669 -0.948  0.52
C: -2.386 0.721 -1.176  -0.37
H: -2.492 0.082 -0.289  0.47
H: 1.168 -2.725 0.200  -0.02
H: 0.854 1.287 -0.457  -0.43
N: -1.334 -1.840 2.438  -0.64
C: -0.815 -1.630 3.822  -0.12
C: 0.684 -1.766 3.825  -0.64
N: 1.191 -1.596 2.446  -0.49
H: -2.232 -2.301 2.486  0.41
H: -1.521 -0.960 1.945  0.10
H: -1.109 -0.634 4.157  0.02
H: -1.253 -2.377 4.485  0.40
H: 1.176 -1.042 4.473  0.39
H: 0.975 -2.794 4.090  0.38
H: 1.048 -0.626 2.095  0.02
H: 2.196 -1.747 2.367  0.36

=====

Entry 4:
Here is a single C20H28N4O2 molecule in a non-equilibrium geometry from the OMol25 dataset. Energies are from the ωB97M-V functional and the def2-TZVPD basis.

The calculation puts the HOMO-LUMO gap at 0.341 Ha. The relative energy (zero: lowest compared OMol25 entry of this formula, charge and spin) is 275.15 kJ/mol. The HOMO energy comes out at -8.45 eV. Its structure (SMILES) is c1ccc(Cc2noc(CN3CCC(CN4CCOCC4)CC3)n2)cc1. The lowest unoccupied orbital energy comes out at 0.8346 eV.

Each line ends with the Mulliken charge.
CARTESIAN COORDINATES (ANGSTROEM)
C: -2.415 -0.942 2.601  -0.46
C: -2.689 0.395 2.368  -0.61
C: -3.017 0.826 1.094  -0.40
C: -3.087 -0.078 0.044  0.52
C: -3.442 0.384 -1.349  -1.40
C: -2.209 0.454 -2.171  0.96
N: -1.679 1.565 -2.598  -0.69
O: -0.561 1.186 -3.281  -0.09
C: -0.494 -0.149 -3.204  0.92
C: 0.653 -0.870 -3.834  -1.34
N: 1.738 -1.245 -2.957  0.23
C: 1.519 -2.375 -2.076  -1.40
C: 0.838 -2.026 -0.749  0.01
C: 1.623 -0.928 -0.031  0.52
C: 0.911 -0.510 1.258  -0.43
N: 1.634 0.533 1.965  0.64
C: 0.775 1.320 2.832  -0.18
C: 1.590 2.462 3.439  -0.90
O: 2.689 1.978 4.174  -0.40
C: 3.517 1.190 3.353  -0.77
C: 2.748 0.019 2.742  -0.46
C: 1.784 0.273 -0.963  -0.40
C: 2.425 -0.158 -2.286  -1.27
N: -1.492 -0.648 -2.539  -0.43
C: -2.802 -1.417 0.281  -0.16
C: -2.467 -1.846 1.553  -0.49
H: -2.162 -1.277 3.595  0.41
H: -2.648 1.106 3.181  0.42
H: -3.226 1.871 0.914  0.38
H: -3.899 1.372 -1.328  0.42
H: -4.125 -0.332 -1.811  0.37
H: 1.062 -0.217 -4.612  0.38
H: 0.266 -1.781 -4.297  0.44
H: 0.934 -3.124 -2.613  0.48
H: 2.508 -2.800 -1.866  0.40
H: -0.182 -1.689 -0.935  -0.34
H: 0.786 -2.920 -0.125  0.62
H: 2.619 -1.316 0.209  0.27
H: -0.072 -0.114 0.992  -0.67
H: 0.749 -1.396 1.898  0.35
H: -0.044 1.731 2.239  0.25
H: 0.349 0.705 3.646  0.22
H: 0.984 3.041 4.138  0.39
H: 1.943 3.117 2.629  0.33
H: 4.328 0.831 3.989  0.37
H: 3.932 1.807 2.542  0.33
H: 3.414 -0.547 2.090  0.30
H: 2.396 -0.647 3.553  0.33
H: 2.404 1.029 -0.481  0.47
H: 0.805 0.719 -1.139  0.07
H: 2.486 0.689 -2.972  0.42
H: 3.444 -0.508 -2.085  0.39
H: -2.842 -2.120 -0.537  0.27
H: -2.249 -2.890 1.727  0.42

=====

> Number 2 is which compound?

C20H28N2O6

=====

> relative energy (zero: lowest compared OMol25 entry of this formula, charge and spin) of number 3 (C20H28N2PtSi)?

0.00 kJ/mol